# 1
DFT (ωB97M-V/def2-TZVPD) results for 2 unconnected molecules or ions with the total composition C26H29O8S2 at a distorted geometry.

HOMO-LUMO gap = 5.40 eV
charge = -1

Structure (XYZ):
```
65
C26H29O8S2 ωB97M-V/def2-TZVPD
C 2.86 3.02 -2.58
C 1.73 2.25 -1.96
O 2.08 1.98 -0.58
C 1.01 1.83 0.25
C 1.44 1.86 1.64
C 0.51 1.48 2.66
O -0.47 0.78 2.44
C 0.81 1.94 4.11
C 1.80 1.05 4.86
C 3.28 1.24 4.56
C 3.79 0.82 3.16
C 3.93 1.97 2.17
C 2.62 2.73 1.89
O -0.16 1.80 -0.13
H 2.71 3.05 -3.65
H 2.85 4.05 -2.21
H 3.82 2.56 -2.35
H 0.78 2.81 -1.98
H 1.57 1.27 -2.44
H 1.13 2.99 4.14
H -0.14 1.88 4.66
H 1.68 1.26 5.93
H 1.51 0.00 4.71
H 3.57 2.29 4.73
H 3.85 0.65 5.29
H 4.79 0.38 3.28
H 3.16 0.03 2.73
H 4.70 2.68 2.51
H 4.27 1.55 1.21
H 2.78 3.29 0.95
H 2.38 3.47 2.68
C -4.67 3.07 -3.54
O -3.70 2.20 -4.16
C -2.88 1.48 -3.35
C -3.02 1.45 -1.94
C -2.25 0.58 -1.21
C -1.13 -0.06 -1.77
C -0.22 -0.86 -0.95
C -0.61 -2.15 -0.78
S 0.43 -3.55 -0.46
O 1.23 -3.81 -1.63
O 1.00 -3.38 0.86
C -0.91 -4.76 -0.35
C -2.20 -4.27 -0.47
C -3.32 -5.08 -0.43
C -3.13 -6.45 -0.26
C -1.84 -6.97 -0.15
C -0.72 -6.14 -0.19
S -2.37 -2.52 -0.85
O -3.04 -1.91 0.27
O -2.88 -2.44 -2.20
C -0.95 0.05 -3.17
C -1.82 0.77 -3.95
H -5.17 3.56 -4.37
H -5.39 2.48 -2.94
H -4.16 3.81 -2.89
H -3.76 2.07 -1.43
H -2.44 0.47 -0.15
H 0.81 -0.60 -0.74
H -4.30 -4.63 -0.54
H -4.01 -7.08 -0.19
H -1.70 -8.04 0.00
H 0.29 -6.52 -0.12
H -0.09 -0.47 -3.59
H -1.73 0.77 -5.04
```

=====

# 2
DFT (ωB97M-V/def2-TZVPD) results for a molecular structure, C10H10BrNO2Zr at a distorted geometry.

HOMO-LUMO gap = 6.40 eV

Structure (XYZ):
```
25
C10H10BrNO2Zr ωB97M-V/def2-TZVPD
C -2.01 -0.88 -1.37
C -1.87 -1.44 -0.05
C -1.44 -0.42 0.84
H -2.27 -2.38 0.23
C -1.25 0.79 0.08
C -1.58 0.53 -1.34
H -1.67 1.23 -2.17
H -2.57 -1.31 -2.16
H -1.31 -0.51 1.90
H -0.87 1.70 0.50
Zr 0.47 -0.64 -1.38
Br 0.22 -2.93 -2.18
C 2.46 0.72 -3.90
C 1.33 1.50 -4.29
C 0.33 0.62 -4.78
H 1.33 2.59 -4.40
C 0.83 -0.71 -4.69
C 2.15 -0.65 -4.15
H 2.87 -1.47 -4.09
H 3.45 1.11 -3.65
H -0.56 0.94 -5.34
H 0.36 -1.59 -5.15
O 1.57 -1.57 2.08
N 1.14 -1.45 0.98
O 1.85 -0.48 0.11
```

=====

# 3
DFT (ωB97M-V/def2-TZVPD) results for a molecular structure, C3H3O4 at a distorted geometry.

2S+1 = 2
HOMO-LUMO gap (spin up / spin down) = 5.29 / 5.23 eV
charge = -2

Structure (XYZ):
```
10
C3H3O4 ωB97M-V/def2-TZVPD
O -1.01 1.49 -1.12
C -0.63 0.91 -0.04
C 1.38 0.26 -0.09
O 1.05 -1.06 -0.19
H -0.92 1.32 0.95
H 1.67 0.52 0.95
H 1.84 0.65 -1.02
O -1.17 -1.31 1.32
C -0.89 -1.08 0.12
O -1.32 -1.71 -0.87
```

=====

# 4
DFT (ωB97M-V/def2-TZVPD) results for C4H9N3O in the gas phase at a distorted geometry.

SMILES = C/C(N)=C(/N)C(N)=O
relative energy (zero: lowest compared OMol25 entry of this formula, charge and spin) = 172.0 kJ/mol
HOMO-LUMO gap = 7.72 eV

Structure (XYZ):
```
17
C4H9N3O ωB97M-V/def2-TZVPD
C 1.60 0.40 1.20
C -1.25 0.68 0.18
C -0.45 -0.46 -0.10
C 0.89 0.04 -0.07
N -2.62 0.64 0.17
N -0.90 -1.68 -0.62
N 1.69 -0.16 -1.16
O -0.59 1.77 0.23
H -3.05 -0.27 0.24
H -3.10 1.44 0.56
H -1.17 -1.65 -1.60
H -0.23 -2.43 -0.45
H 2.60 0.30 -1.13
H 1.21 -0.06 -2.04
H 2.27 -0.43 1.49
H 2.21 1.30 1.09
H 0.89 0.56 2.02
```

=====

# 5
DFT (ωB97M-V/def2-TZVPD) results for 2 unconnected molecules or ions with the total composition C3H10NO2 at a distorted geometry.

relative energy (zero: lowest compared OMol25 entry of this formula, charge and spin) = 130.8 kJ/mol
HOMO-LUMO gap = 7.29 eV
charge = -1

Structure (XYZ):
```
16
C3H10NO2 ωB97M-V/def2-TZVPD
C -1.49 -0.43 0.75
N -0.47 0.34 0.00
C 0.74 0.78 0.68
C 1.63 -0.44 1.09
O 1.73 -1.25 0.01
H -2.56 -0.20 0.53
H -1.36 -1.53 0.68
H -1.42 -0.26 1.83
H 0.13 -0.48 -0.41
H 1.28 1.50 0.02
H 0.54 1.33 1.64
H 2.58 -0.08 1.50
H 1.13 -0.89 1.97
H -1.16 0.60 -3.00
H -1.11 0.91 -1.46
O -1.76 0.91 -2.32
```

=====

# 6
DFT (ωB97M-V/def2-TZVPD) results for a molecular structure, C3H11NO3 at a distorted geometry.

relative energy (zero: lowest compared OMol25 entry of this formula, charge and spin) = 573.1 kJ/mol
HOMO-LUMO gap = 6.57 eV

Structure (XYZ):
```
18
C3H11NO3 ωB97M-V/def2-TZVPD
C 0.75 0.80 -0.79
C 0.37 0.78 -2.25
O 0.09 1.60 -0.02
O 2.11 0.85 -0.57
H -0.08 1.05 1.11
H 2.58 0.35 -1.24
H 0.35 -0.62 -0.18
H -0.71 0.84 -2.37
H 0.84 1.61 -2.78
H 0.70 -0.15 -2.70
C -0.44 -1.63 0.18
N -1.39 -0.06 2.60
O -0.14 0.26 2.09
H -1.29 -0.87 3.20
H -1.75 0.72 3.15
H -1.38 -1.14 0.32
H -0.25 -2.29 1.02
H -0.36 -2.13 -0.78
```

=====

# 7
DFT (ωB97M-V/def2-TZVPD) results for 2 unconnected molecules or ions with the total composition C8H14F2IN2O at a distorted geometry.

relative energy (zero: lowest compared OMol25 entry of this formula, charge and spin) = 102.1 kJ/mol
HOMO-LUMO gap = 9.49 eV
charge = +1

Structure (XYZ):
```
28
C8H14F2IN2O ωB97M-V/def2-TZVPD
C 1.38 -0.68 -0.76
C 2.11 0.38 -0.29
C 0.94 0.38 1.83
C 0.16 -0.83 1.24
C 1.42 1.27 0.66
C 0.53 2.96 -0.76
C -0.87 -1.57 -0.92
C -2.78 -0.85 -0.32
N -0.81 -2.91 -0.67
N 0.06 -0.68 -0.26
O 0.28 1.86 0.11
F 3.36 0.75 -0.75
F -3.21 -1.52 0.84
I -2.82 1.24 0.03
H 1.72 -1.35 -1.48
H 0.20 0.86 2.59
H 1.77 0.09 2.37
H 0.73 -1.80 1.47
H -0.86 -0.75 1.77
H 2.15 2.00 1.10
H 0.98 3.79 -0.17
H -0.37 3.23 -1.15
H 1.14 2.83 -1.69
H -0.90 -1.33 -1.94
H -3.48 -1.18 -1.13
H -1.15 -3.50 -1.48
H -1.39 -3.20 0.07
H -0.32 0.50 -0.29
```

=====

# 8
DFT (ωB97M-V/def2-TZVPD) results for a molecular structure, C4H8N2O3S at a distorted geometry.

relative energy (zero: lowest compared OMol25 entry of this formula, charge and spin) = 250.5 kJ/mol
HOMO-LUMO gap = 9.96 eV

Structure (XYZ):
```
18
C4H8N2O3S ωB97M-V/def2-TZVPD
C -1.74 -0.85 -1.39
C 0.64 0.50 -0.84
C 1.14 -0.98 -0.78
C -0.17 -0.56 -0.23
N -2.79 -0.41 -0.75
N 0.53 0.71 2.29
O -1.59 -1.26 -2.48
O -1.77 0.01 1.87
O -0.26 -1.90 2.05
S -0.48 -0.52 1.56
H 0.99 1.27 -0.16
H 0.26 0.66 -1.81
H 1.35 -1.37 -1.77
H 1.95 -1.35 -0.20
H -2.66 0.15 0.04
H -3.70 -0.85 -0.98
H -0.09 1.28 2.80
H 1.47 0.57 2.53
```

=====

# 9
DFT (ωB97M-V/def2-TZVPD) results for a molecular structure, C2H4O6 at a distorted geometry.

relative energy (zero: lowest compared OMol25 entry of this formula, charge and spin) = 541.9 kJ/mol
HOMO-LUMO gap = 9.54 eV

Structure (XYZ):
```
12
C2H4O6 ωB97M-V/def2-TZVPD
C -0.49 0.87 -0.23
C -0.12 -1.02 0.10
O -1.80 0.33 -0.35
O -1.58 -1.01 -0.07
O -0.01 1.40 -1.39
O -0.29 1.59 0.86
O 0.27 -1.45 1.38
O 0.54 -1.60 -0.88
H -0.22 0.83 -2.21
H -0.96 2.42 0.97
H -0.45 -1.13 1.97
H 1.25 -2.15 -0.36
```

=====

# 10
DFT (ωB97M-V/def2-TZVPD) results for C4H4ClNOS in the gas phase at a distorted geometry.

SMILES = O=C1C(=S)NC[C@@H]1Cl
relative energy (zero: lowest compared OMol25 entry of this formula, charge and spin) = 30.2 kJ/mol
HOMO-LUMO gap = 8.24 eV

Structure (XYZ):
```
12
C4H4ClNOS ωB97M-V/def2-TZVPD
C 1.00 -0.36 0.44
C 0.55 0.96 -0.14
C -1.37 -0.36 -0.09
C -0.16 -1.27 0.07
H 0.89 -0.27 1.53
H 0.76 1.82 0.51
H 1.10 1.25 -1.10
H -1.41 1.57 -0.51
N -0.84 0.83 -0.21
O -0.11 -2.45 -0.23
S -2.91 -0.85 -0.06
Cl 2.50 -0.87 -0.18
```

=====

# 11
DFT (ωB97M-V/def2-TZVPD) results for a molecular structure, C42H42O3P2Sn at a distorted geometry.

relative energy (zero: lowest compared OMol25 entry of this formula, charge and spin) = 0.0 kJ/mol
HOMO-LUMO gap = 7.04 eV

Structure (XYZ):
```
90
C42H42O3P2Sn ωB97M-V/def2-TZVPD
Sn 1.68 -1.39 3.06
C -2.83 0.38 5.22
C -3.18 0.23 3.94
C -3.47 1.26 2.89
C -2.20 1.79 2.17
C -1.27 2.66 2.93
C -1.32 3.00 4.23
C -2.54 2.92 5.09
C -2.72 1.66 5.98
C 3.16 0.19 3.52
H -2.58 -0.50 5.81
H -3.28 -0.79 3.55
H -4.15 2.07 3.20
H -4.01 0.70 2.11
H -1.67 0.93 1.71
H -2.55 2.40 1.32
H -0.49 3.12 2.30
H -0.50 3.57 4.68
H -3.43 3.03 4.47
H -2.50 3.76 5.80
H -1.87 1.57 6.67
H -3.61 1.80 6.61
H 3.37 0.21 4.61
H 2.50 1.01 3.20
H 4.11 0.21 2.96
P 0.11 -2.28 -3.88
P 2.02 0.19 -4.36
C -0.56 -0.73 -4.57
C 0.30 0.28 -4.88
C -0.64 -3.39 -5.16
C -1.76 -3.08 -5.94
C -2.22 -3.97 -6.92
C -1.58 -5.19 -7.13
C -0.44 -5.50 -6.37
C 0.04 -4.60 -5.41
C -1.00 -2.43 -2.42
C -0.75 -1.54 -1.36
C -1.55 -1.59 -0.21
C -2.61 -2.51 -0.15
C -2.84 -3.41 -1.20
C -2.02 -3.37 -2.33
C 2.69 0.85 -5.98
C 2.50 0.08 -7.15
C 2.90 0.56 -8.39
C 3.49 1.83 -8.51
C 3.68 2.59 -7.36
C 3.29 2.10 -6.10
C 2.07 1.72 -3.34
C 3.24 1.89 -2.57
C 3.41 3.05 -1.81
C 2.41 4.03 -1.80
C 1.23 3.84 -2.54
C 1.06 2.68 -3.29
H -1.64 -0.65 -4.74
H 0.00 1.17 -5.45
H -2.29 -2.14 -5.81
H -3.09 -3.70 -7.53
H -1.95 -5.89 -7.89
H 0.07 -6.46 -6.53
H 0.94 -4.84 -4.84
H 0.05 -0.80 -1.44
H -1.35 -0.92 0.63
H -3.25 -2.53 0.73
H -3.65 -4.13 -1.15
H -2.19 -4.07 -3.16
H 2.01 -0.90 -7.08
H 2.74 -0.04 -9.29
H 3.78 2.21 -9.49
H 4.13 3.58 -7.43
H 3.43 2.73 -5.22
H 4.01 1.11 -2.57
H 4.33 3.19 -1.24
H 2.55 4.94 -1.22
H 0.45 4.60 -2.52
H 0.13 2.54 -3.83
O 0.38 1.64 7.04
C 0.46 0.54 7.83
C 0.26 0.72 9.21
C 0.30 -0.40 10.05
C 0.67 -1.66 9.56
C 0.92 -1.83 8.19
C 0.77 -0.75 7.31
C 0.98 -0.86 5.83
O 1.51 -1.94 5.32
O 0.73 0.16 5.07
H 0.57 1.28 6.10
H 0.10 1.74 9.57
H 0.05 -0.25 11.10
H 0.78 -2.49 10.26
H 1.21 -2.79 7.75
```

=====

# 12
DFT (ωB97M-V/def2-TZVPD) results for a molecular structure, C43H31BiBrN8O5 at a distorted geometry.

relative energy (zero: lowest compared OMol25 entry of this formula, charge and spin) = 54.7 kJ/mol
HOMO-LUMO gap = 6.66 eV
charge = +1

Structure (XYZ):
```
89
C43H31BiBrN8O5 ωB97M-V/def2-TZVPD
Bi -0.65 -0.09 1.26
O -0.23 0.34 5.43
C -0.25 0.56 4.24
O -1.14 0.08 3.42
C 0.82 1.45 3.63
C 1.65 2.21 4.49
C 2.58 3.05 3.93
C 2.70 3.13 2.53
C 3.61 3.99 1.88
C 3.67 4.04 0.52
C 2.84 3.21 -0.25
C 1.96 2.34 0.34
C 1.85 2.30 1.74
N 0.95 1.49 2.33
H 1.51 2.12 5.55
H 3.23 3.65 4.55
H 4.26 4.61 2.48
H 4.36 4.70 0.02
H 2.92 3.26 -1.33
H 1.33 1.69 -0.26
O -7.38 -2.82 1.79
C -7.17 -1.50 1.36
C -5.70 -1.18 1.38
C -5.22 0.13 1.40
C -3.85 0.34 1.37
N -2.98 -0.65 1.31
C -3.41 -1.92 1.32
C -4.77 -2.21 1.35
C -2.41 -3.00 1.28
C -2.72 -4.36 1.37
C -1.69 -5.30 1.25
C -2.02 -6.77 1.30
O -2.86 -7.10 2.37
C -0.38 -4.85 1.09
C -0.16 -3.49 1.04
N -1.14 -2.61 1.12
H -8.32 -2.96 1.93
H -7.71 -0.78 1.99
H -7.53 -1.37 0.33
H -5.90 0.97 1.45
H -3.43 1.33 1.39
H -5.13 -3.22 1.36
H -3.72 -4.72 1.53
H -1.09 -7.36 1.31
H -2.57 -7.04 0.39
H -2.37 -7.08 3.20
H 0.44 -5.55 1.01
H 0.82 -3.06 0.94
Br 5.24 -0.19 -4.63
C 3.71 0.92 -4.87
C 3.38 1.84 -3.90
C 2.23 2.59 -4.03
C 1.40 2.42 -5.14
C 1.79 1.53 -6.15
C 2.93 0.77 -6.01
N 0.29 3.23 -5.35
N -0.53 3.58 -4.51
C -0.71 3.09 -3.23
C -1.02 4.01 -2.23
C -1.25 3.64 -0.92
C -1.23 2.30 -0.53
O -1.41 1.94 0.72
C -1.00 1.33 -1.55
N -1.03 0.04 -1.18
C -0.91 -0.92 -2.05
C -0.78 -0.66 -3.42
C -0.69 0.65 -3.84
C -0.77 1.70 -2.91
H 4.03 1.97 -3.04
H 1.97 3.33 -3.28
H 1.16 1.43 -7.03
H 3.21 0.07 -6.78
H -1.01 5.06 -2.49
H -1.45 4.39 -0.17
H -0.94 -1.93 -1.67
H -0.75 -1.47 -4.13
H -0.58 0.86 -4.89
N 7.18 0.27 1.61
C 6.10 -0.07 1.44
C 4.75 -0.44 1.24
C 3.98 -0.86 2.33
C 2.64 -1.13 2.11
N 2.07 -1.06 0.92
C 2.81 -0.70 -0.12
C 4.15 -0.37 -0.02
H 4.41 -0.96 3.31
H 1.99 -1.42 2.93
H 2.29 -0.69 -1.07
H 4.73 -0.07 -0.88
```

=====

# 13
DFT (ωB97M-V/def2-TZVPD) results for 2 unconnected molecules or ions with the total composition C4H8Cl2NO3S at a distorted geometry.

relative energy (zero: lowest compared OMol25 entry of this formula, charge and spin) = 10.3 kJ/mol
HOMO-LUMO gap = 8.12 eV
charge = -1

Structure (XYZ):
```
19
C4H8Cl2NO3S ωB97M-V/def2-TZVPD
C -1.07 1.32 -0.85
C -0.14 2.77 1.24
C -0.26 1.39 0.53
C -0.09 0.25 1.18
N -0.09 -1.06 0.66
O 1.85 -3.68 -2.42
O 0.22 -1.96 -2.03
O 1.91 -2.54 -0.27
S 1.11 -2.92 -1.43
Cl -0.34 -4.29 -0.49
Cl 0.60 0.24 2.81
H -0.89 2.22 -1.41
H -0.53 0.40 -1.42
H -2.18 1.04 -0.77
H 0.83 3.08 1.59
H -0.66 3.64 0.63
H -0.72 2.72 2.18
H -0.34 -1.07 -0.37
H 0.79 -1.57 0.65
```

=====

# 14
DFT (ωB97M-V/def2-TZVPD) results for 10 unconnected molecules or ions with the total composition C10H40N20O10 at a distorted geometry.

SMILES = NC(N)=O.NC(N)=O.NC(N)=O.NC(N)=O.NC(N)=O.NC(N)=O.NC(N)=O.NC(N)=O.NC(N)=O.NC(N)=O
relative energy (zero: lowest compared OMol25 entry of this formula, charge and spin) = 778.1 kJ/mol
HOMO-LUMO gap = 9.41 eV

Structure (XYZ):
```
80
C10H40N20O10 ωB97M-V/def2-TZVPD
C -1.04 32.51 -22.70
O -2.20 32.10 -22.84
N -0.65 33.69 -23.03
N -0.13 31.98 -21.91
H -1.44 34.32 -23.10
H 0.20 34.02 -22.58
H 0.75 32.47 -21.81
H -0.33 31.13 -21.41
C 0.04 34.58 -27.50
O 0.94 34.51 -28.26
N -1.03 35.21 -27.77
N 0.09 34.40 -26.25
H -1.68 35.24 -27.00
H -1.22 35.45 -28.73
H -0.73 34.67 -25.72
H 0.81 33.83 -25.82
C 1.09 25.77 -24.29
O 0.78 26.80 -24.82
N 0.72 24.64 -24.77
N 2.08 25.78 -23.35
H 0.88 23.69 -24.45
H 0.08 24.76 -25.54
H 2.67 26.57 -23.58
H 2.43 24.84 -23.24
C -1.76 28.58 -22.75
O -2.71 29.13 -22.28
N -1.69 27.62 -23.66
N -0.51 28.80 -22.35
H -2.49 27.06 -23.90
H -0.75 27.39 -23.95
H -0.41 29.43 -21.57
H 0.26 28.42 -22.88
C 2.43 27.89 -28.23
O 3.47 27.27 -28.24
N 1.63 28.16 -29.27
N 1.95 28.42 -27.13
H 0.78 28.69 -29.09
H 1.84 27.77 -30.18
H 1.16 29.05 -27.18
H 2.48 28.31 -26.27
C 6.64 28.35 -23.03
O 7.70 27.91 -23.47
N 5.43 28.02 -23.36
N 6.64 29.25 -22.13
H 5.54 27.29 -24.04
H 4.53 28.44 -23.18
H 7.49 29.63 -21.73
H 5.81 29.30 -21.56
C 2.26 29.53 -24.08
O 2.56 28.67 -23.33
N 1.19 30.30 -24.20
N 3.32 30.10 -24.79
H 0.32 29.84 -23.97
H 1.17 31.16 -24.72
H 4.25 29.87 -24.45
H 3.19 30.82 -25.48
C 7.24 31.63 -25.59
O 7.07 32.08 -24.50
N 8.45 31.33 -26.16
N 6.34 31.54 -26.45
H 8.35 31.10 -27.14
H 9.24 31.85 -25.81
H 6.52 31.51 -27.44
H 5.43 31.83 -26.11
C 3.62 34.16 -25.74
O 3.11 33.08 -25.82
N 3.21 35.26 -26.20
N 4.79 34.37 -25.26
H 2.46 35.30 -26.88
H 3.81 36.06 -26.09
H 5.40 33.60 -25.03
H 5.10 35.33 -25.15
C 3.03 25.91 -19.45
O 2.32 26.72 -18.83
N 3.16 24.60 -19.31
N 3.62 26.27 -20.55
H 2.61 24.20 -18.57
H 3.87 24.21 -19.93
H 4.06 25.52 -21.05
H 3.42 27.20 -20.88
```